A molecular structure, C47H41N6P2Pt, computed with ωB97M-V/def2-TZVPD.

Element x y z (Å)
1 Pt 0.26 -0.35 0.34
2 C -0.43 -5.23 -2.92
3 C -0.72 -4.81 -1.62
4 C -0.36 -3.55 -1.20
5 C 0.31 -2.68 -2.09
6 C 0.64 -3.13 -3.40
7 C 0.25 -4.39 -3.80
8 N 0.67 -1.45 -1.68
9 N 1.51 -0.73 -2.39
10 C 2.43 0.01 -1.78
11 C 3.46 0.62 -2.54
12 C 4.45 1.30 -1.88
13 C 4.40 1.41 -0.49
14 C 3.32 0.85 0.19
15 N 2.36 0.17 -0.42
16 H -0.74 -6.21 -3.26
17 H -1.21 -5.49 -0.93
18 H -0.53 -3.23 -0.19
19 H 1.15 -2.45 -4.07
20 H 0.48 -4.72 -4.80
21 H 3.46 0.48 -3.61
22 H 5.26 1.76 -2.43
23 H 5.16 1.94 0.06
24 H 3.23 0.95 1.26
25 N -1.53 2.22 1.26
26 P 0.14 1.95 0.97
27 C 0.87 2.99 2.24
28 C 0.52 4.35 2.27
29 C 1.05 5.17 3.24
30 C 1.93 4.65 4.19
31 C 2.27 3.31 4.16
32 C 1.74 2.47 3.19
33 C 0.49 2.71 -0.64
34 C 1.46 3.69 -0.80
35 C 1.72 4.19 -2.07
36 C 1.03 3.70 -3.17
37 C 0.07 2.71 -3.01
38 C -0.19 2.21 -1.75
39 P -2.73 1.08 1.05
40 C -3.59 0.89 2.61
41 C -4.26 2.02 3.09
42 C -4.91 1.95 4.31
43 C -4.90 0.76 5.04
44 C -4.25 -0.36 4.54
45 C -3.59 -0.30 3.32
46 C -3.84 1.63 -0.23
47 C -3.56 2.76 -1.00
48 C -4.46 3.14 -1.99
49 C -5.62 2.41 -2.19
50 C -5.91 1.30 -1.41
51 C -5.02 0.91 -0.42
52 H -1.75 2.97 1.91
53 H -0.15 4.76 1.52
54 H 0.78 6.22 3.26
55 H 2.35 5.30 4.94
56 H 2.95 2.91 4.91
57 H 1.98 1.42 3.19
58 H 2.01 4.07 0.05
59 H 2.46 4.97 -2.20
60 H 1.25 4.09 -4.16
61 H -0.47 2.34 -3.87
62 H -0.94 1.43 -1.63
63 H -4.30 2.93 2.51
64 H -5.42 2.81 4.70
65 H -5.41 0.71 5.99
66 H -4.26 -1.28 5.11
67 H -3.08 -1.17 2.93
68 H -2.66 3.33 -0.84
69 H -4.25 4.02 -2.58
70 H -6.32 2.73 -2.95
71 H -6.83 0.75 -1.56
72 H -5.24 0.05 0.21
73 C -1.91 -0.43 0.55
74 C -2.62 -1.43 0.27
75 C -3.43 -2.51 -0.06
76 C -3.76 -3.48 0.91
77 C -4.65 -4.49 0.58
78 C -5.21 -4.55 -0.69
79 C -4.86 -3.60 -1.66
80 C -3.98 -2.59 -1.36
81 H -3.32 -3.44 1.90
82 H -4.91 -5.23 1.33
83 H -5.91 -5.33 -0.94
84 H -5.29 -3.66 -2.65
85 H -3.72 -1.84 -2.10
86 C 0.12 -1.58 3.65
87 C 1.16 -2.17 2.76
88 N 1.33 -1.90 1.47
89 C 2.38 -2.66 1.01
90 C 2.85 -3.40 2.04
91 N 2.07 -3.08 3.13
92 H -0.40 -0.78 3.13
93 H 0.56 -1.18 4.57
94 H -0.61 -2.34 3.94
95 H 2.72 -2.63 -0.01
96 H 3.65 -4.12 2.08
97 H 2.17 -3.48 4.05

Values from the calculation:
Expectation value of S²: 6.110
Charge: +3
HOMO level (alpha / beta) in eV: -14.643 / -16.199
Orbital gap (alpha / beta) in eV: 6.11 / 5.86
Spin multiplicity: 5